Entry 1:
# C4H8O

A cluster of 2 separate species, C4H8O in total (wB97M-V/def2-TZVPD, the Open Molecules 2025 dataset).

Geometry as XYZ:
```
13
Properties=species:S:1:pos:R:3:forces:R:3
O -1.0609 0.8476 -0.8199 0.1 -0.1 -0.1
C -0.8053 -0.4600 -0.7710 0.1 -0.4 0.0
C -0.0343 -1.4871 -0.9223 0.1 0.3 -0.1
C -1.4559 -1.7378 -0.4367 -0.4 -0.1 0.1
H -0.2443 1.3005 -1.0727 -0.1 0.0 0.0
H 0.8906 -1.9699 -1.1802 0.0 0.1 0.0
H -1.6245 -2.0128 0.6084 0.0 0.1 -0.1
H -2.1944 -2.1587 -1.1244 0.1 0.0 0.1
C 1.3047 1.5350 1.1428 0.0 0.0 0.0
H 1.9417 1.6473 2.0216 -0.1 0.0 -0.1
H 0.2979 1.8900 1.3683 0.1 0.0 0.0
H 1.7231 2.1259 0.3231 0.0 -0.1 0.1
H 1.2616 0.4801 0.8630 0.0 0.1 0.0
```
Forces are in eV/Å.

Results
* highest occupied orbital energy: -8.78 eV
* energy relative to the best compared isomer or geometry (same formula, charge and spin): 281.54 kJ/mol
* SMILES: OC1=CC1.C
* E: -232.3384 Ha

=====

Entry 2:
# C5H8O

An isolated molecule of C5H8O (wB97M-V/def2-TZVPD, the Open Molecules 2025 dataset).

Geometry as XYZ:
```
14
Properties=species:S:1:pos:R:3:forces:R:3
C -0.1238 1.3095 0.1925 0.2 0.0 0.0
C 1.1080 0.8039 0.1999 -0.2 0.1 0.0
C 1.3701 -0.6786 0.2042 0.2 0.1 0.0
O 0.1987 -1.4556 0.3169 0.0 -0.1 0.0
C -0.8580 -0.9255 -0.4583 -0.2 0.1 -0.1
C -1.3239 0.3938 0.1461 0.0 0.0 0.0
H -0.2745 2.3870 0.1667 0.0 -0.2 0.1
H 1.9840 1.4485 0.1677 -0.1 -0.1 0.0
H 2.0072 -0.9573 1.0519 -0.1 0.1 -0.1
H 1.9205 -0.9485 -0.7150 -0.1 0.0 0.1
H -1.6384 -1.6900 -0.4918 0.1 0.1 0.1
H -0.5130 -0.7362 -1.4877 -0.1 -0.1 0.1
H -2.1352 0.8330 -0.4482 0.2 -0.1 0.0
H -1.7218 0.2161 1.1550 0.0 0.0 -0.2
```
Forces are in eV/Å.

Results
* highest occupied orbital energy: -9.37 eV
* energy relative to the best compared isomer or geometry (same formula, charge and spin): 99.30 kJ/mol
* SMILES: C1=CCOCC1
* E: -270.5201 Ha

=====

Entry 3:
# C2H4Cl2FN

An isolated molecule of C2H4Cl2FN at a distorted geometry (wB97M-V/def2-TZVPD, the Open Molecules 2025 dataset).

Geometry as XYZ:
```
10
Properties=species:S:1:pos:R:3:forces:R:3
N -1.3386 -1.9311 0.2481 0.1 -3.1 2.1
C -1.2753 -0.7085 -0.4220 -1.2 0.7 -0.2
C -0.0977 0.1483 0.0882 0.9 0.3 0.2
F -0.0019 0.1601 1.4396 -1.0 0.0 0.4
Cl 1.4543 -0.6138 -0.3442 0.2 -0.2 -0.7
Cl -0.0709 1.8569 -0.3841 -0.4 -0.2 -0.4
H -1.9437 -2.0610 1.0970 1.2 0.7 -1.4
H -0.4586 -2.4867 0.3294 -1.2 0.9 -0.2
H -2.2654 -0.2195 -0.2243 1.1 0.2 -0.3
H -1.2239 -0.9278 -1.5110 0.4 0.8 0.5
```
Forces are in eV/Å.

Results
* highest occupied orbital energy: -9.63 eV
* energy relative to the best compared isomer or geometry (same formula, charge and spin): 4.93 kJ/mol
* SMILES: NCC(F)(Cl)Cl
* E: -1153.5994 Ha

=====

Entry 4:
# C3H11N2O

A cluster of 2 separate species, C3H11N2O in total at a distorted geometry (wB97M-V/def2-TZVPD, the Open Molecules 2025 dataset).

Geometry as XYZ:
```
17
Properties=species:S:1:pos:R:3:forces:R:3
C -0.6045 1.7855 1.7093 -1.2 -2.1 -0.4
C 0.6240 1.2430 0.9705 1.6 -1.4 -1.1
N 0.3691 -2.3094 -0.3591 0.9 2.4 -0.9
C 0.7027 -0.9207 -0.2930 -0.7 -1.8 0.9
N 0.5624 -0.2697 0.8283 0.7 1.6 -3.8
H -0.6655 1.3588 2.7081 0.0 -0.2 0.1
H -1.6343 1.5678 1.2003 2.1 0.3 0.6
H -0.5410 2.8189 1.8693 0.3 1.6 -0.1
H 1.7010 1.2909 1.4286 -2.2 1.2 -0.7
H 0.5569 1.5035 -0.1093 0.7 0.7 0.9
H 0.9686 -2.8003 0.2854 -0.3 -0.6 0.3
H 0.2976 -2.7660 -1.3008 0.4 1.0 1.3
H 1.1491 -0.3662 -1.1145 -0.6 -0.1 -0.3
H 0.1572 -0.6766 1.5721 -1.7 -2.3 3.1
H -1.9394 1.0354 -2.2387 2.0 -2.6 -0.2
H -0.8097 0.5127 -3.1217 0.8 0.3 -1.5
O -1.2618 0.2409 -2.3480 -2.7 2.4 1.7
```
Forces are in eV/Å.

Results
* highest occupied orbital energy: -15.24 eV
* energy relative to the best compared isomer or geometry (same formula, charge and spin): 200.42 kJ/mol
* E: -305.3764 Ha
* net charge: +1